Entry 1:
Below is one molecule with the formula C21H21N3O4S in a non-equilibrium geometry, with properties calculated with the ωB97M-V functional and the def2-TZVPD basis.

Last columns: bonded neighbours and bond lengths (Å).
Atoms and positions in Å:
1 S -0.18 -3.26 -2.19  C11 1.652
2 O -0.02 0.76 -0.12  C29 1.223
3 O 1.77 1.54 4.42  C9 1.412, C21 1.354
4 O 1.08 -0.80 5.95  C12 1.415, C26 1.369
5 O -0.22 -2.86 4.64  C17 1.365, C23 1.408
6 N -1.12 2.54 -6.02  C19 1.347, C25 1.305
7 N 0.05 -1.51 -0.33  C11 1.395, C29 1.369, H33 1.012
8 N -0.38 -0.57 -2.39  C10 1.391, C11 1.337, H45 1.026
9 C 2.22 1.61 5.75  O3 1.412, H37 1.090, H38 1.092, H48 1.091
10 C -0.65 -0.34 -3.74  N8 1.391, C24 1.428, C27 1.378
11 C -0.19 -1.69 -1.69  S1 1.652, N7 1.395, N8 1.337
12 C 1.50 -2.02 6.53  O4 1.415, H30 1.091, H36 1.092, H44 1.091
13 C 0.91 0.52 2.54  C18 1.384, C21 1.394, H31 1.078
14 C -0.68 3.40 -3.85  C22 1.367, C25 1.412, H40 1.080
15 C -0.04 -1.68 2.53  C17 1.385, C18 1.395, H49 1.077
16 C -1.19 0.22 -6.44  C19 1.409, C28 1.366, H41 1.078
17 C 0.18 -1.78 3.90  O5 1.365, C15 1.385, C26 1.413
18 C 0.33 -0.52 1.85  C13 1.384, C15 1.395, C29 1.478
19 C -1.02 1.29 -5.53  N6 1.347, C16 1.409, C24 1.424
20 C -1.09 4.93 -5.82  C25 1.496, H39 1.086, H42 1.089, H43 1.089
21 C 1.18 0.43 3.91  O3 1.354, C13 1.394, C26 1.406
22 C -0.57 2.15 -3.32  C14 1.367, C24 1.413, H46 1.081
23 C -0.85 -3.93 3.99  O5 1.408, H32 1.095, H35 1.089, H47 1.094
24 C -0.74 1.02 -4.16  C10 1.428, C19 1.424, C22 1.413
25 C -0.96 3.56 -5.22  N6 1.305, C14 1.412, C20 1.496
26 C 0.83 -0.74 4.60  O4 1.369, C17 1.413, C21 1.406
27 C -0.83 -1.35 -4.65  C10 1.378, C28 1.398, H50 1.076
28 C -1.10 -1.07 -6.00  C16 1.366, C27 1.398, H34 1.080
29 C 0.10 -0.34 0.40  O2 1.223, N7 1.369, C18 1.478
30 H 2.03 -1.73 7.44  C12 1.091
31 H 1.19 1.42 2.03  C13 1.078
32 H -0.21 -4.39 3.24  C23 1.095
33 H 0.22 -2.38 0.16  N7 1.012
34 H -1.24 -1.89 -6.68  C28 1.080
35 H -1.06 -4.66 4.78  C23 1.089
36 H 2.19 -2.56 5.87  C12 1.092
37 H 2.63 2.62 5.85  C9 1.090
38 H 3.00 0.88 5.96  C9 1.092
39 H -1.31 4.85 -6.88  C20 1.086
40 H -0.56 4.28 -3.23  C14 1.080
41 H -1.40 0.46 -7.47  C16 1.078
42 H -0.16 5.48 -5.68  C20 1.089
43 H -1.89 5.48 -5.33  C20 1.089
44 H 0.66 -2.66 6.78  C12 1.091
45 H -0.31 0.27 -1.81  N8 1.026
46 H -0.36 2.05 -2.27  C22 1.081
47 H -1.80 -3.63 3.53  C23 1.094
48 H 1.40 1.48 6.47  C9 1.091
49 H -0.57 -2.47 2.02  C15 1.077
50 H -0.76 -2.38 -4.34  C27 1.076

**SMILES**: COc1cc(C(=O)NC(=S)Nc2cccc3nc(C)ccc23)cc(OC)c1OC
**Relative energy (zero: lowest compared OMol25 entry of this formula, charge and spin)**: 37.2 kcal per mole
**Maximum force**: 1.13 eV Å⁻¹
**Orbital gap**: 7.922 eV

Charges obtained by natural (NBO) population analysis, quoted in units of e: S -0.2131; O -0.6218; O -0.4894; O -0.5149; O -0.5166; N -0.4463; N -0.6275; N -0.5995; C -0.2386; C 0.2391; C 0.2853; C -0.2416; C -0.2073; C -0.2588; C -0.3297; C -0.2293; C 0.3353; C -0.1397; C 0.2471; C -0.6446; C 0.2877; C -0.1434; C -0.2535; C -0.1635; C 0.2355; C 0.1839; C -0.2711; C -0.1837; C 0.6897; H 0.1878; H 0.2454; H 0.1803; H 0.4325; H 0.2162; H 0.2044; H 0.1785; H 0.1906; H 0.1765; H 0.2356; H 0.2177; H 0.2246; H 0.2205; H 0.2204; H 0.1938; H 0.4408; H 0.2199; H 0.1820; H 0.1906; H 0.2201; H 0.2519



Entry 2:
Below is one molecule with the formula C21H21N3O4S in a non-equilibrium geometry, with properties calculated with the ωB97M-V functional and the def2-TZVPD basis.

Last columns: bonded neighbours and bond lengths (Å).
Atoms and positions in Å:
1 S 3.36 1.87 -0.22  O2 1.434, O3 1.432, N7 1.670, C19 1.797
2 O 4.46 2.15 -1.10  S1 1.434
3 O 3.26 2.60 1.01  S1 1.432
4 O -0.21 -2.05 -0.34  C26 1.364, C28 1.343
5 O -3.49 1.24 2.22  C18 1.209
6 N -3.41 1.95 0.06  C18 1.364, C25 1.400, H46 1.010
7 N 2.02 2.16 -1.18  S1 1.670, C13 1.389, H30 1.006
8 N -0.71 -4.20 -0.32  C20 1.360, C28 1.301
9 C 2.20 -0.63 -0.14  C19 1.375, C21 1.396, H48 1.077
10 C -0.29 2.26 -1.84  C13 1.394, C14 1.380, H43 1.080
11 C -5.56 1.64 1.07  C18 1.516, H35 1.086, H41 1.088, H42 1.088
12 C 4.40 -1.81 1.04  C22 1.381, C23 1.393, H38 1.080
13 C 0.68 2.14 -0.84  N7 1.389, C10 1.394, C17 1.393
14 C -1.63 2.20 -1.52  C10 1.380, C25 1.393, H44 1.081
15 C -3.14 -1.44 -0.03  C24 1.510, C27 1.489, H45 1.079, H47 1.079
16 C -1.07 1.91 0.80  C17 1.381, C25 1.393, H40 1.077
17 C 0.27 1.98 0.48  C13 1.393, C16 1.381, H31 1.078
18 C -4.05 1.58 1.21  O5 1.209, N6 1.364, C11 1.516
19 C 3.32 0.11 0.15  S1 1.797, C9 1.375, C23 1.391
20 C 0.61 -4.06 -0.04  N8 1.360, C26 1.370, H37 1.070
21 C 2.15 -1.99 0.19  C9 1.396, C22 1.395, C26 1.445
22 C 3.28 -2.57 0.77  C12 1.381, C21 1.395, H36 1.079
23 C 4.44 -0.45 0.75  C12 1.393, C19 1.391, C29 1.490
24 C -2.54 -2.62 -0.77  C15 1.510, C27 1.507, C28 1.458, H33 1.081
25 C -2.04 2.01 -0.20  N6 1.400, C14 1.393, C16 1.393
26 C 0.93 -2.73 -0.05  O4 1.364, C20 1.370, C21 1.445
27 C -2.83 -1.32 -1.48  C15 1.489, C24 1.507, H32 1.080, H39 1.080
28 C -1.16 -2.99 -0.48  O4 1.343, N8 1.301, C24 1.458
29 C 5.63 0.39 1.08  C23 1.490, H34 1.089, H49 1.089, H50 1.087
30 H 2.25 2.27 -2.15  N7 1.006
31 H 1.02 1.91 1.26  C17 1.078
32 H -3.64 -1.32 -2.19  C27 1.080
33 H -3.16 -3.47 -0.96  C24 1.081
34 H 6.07 0.78 0.17  C29 1.089
35 H -6.02 1.31 1.99  C11 1.086
36 H 3.26 -3.62 1.03  C22 1.079
37 H 1.23 -4.91 0.14  C20 1.070
38 H 5.26 -2.28 1.50  C12 1.080
39 H -1.99 -0.71 -1.76  C27 1.080
40 H -1.38 1.77 1.82  C16 1.077
41 H -5.88 2.66 0.86  C11 1.088
42 H -5.89 1.00 0.25  C11 1.088
43 H 0.01 2.40 -2.86  C10 1.080
44 H -2.37 2.29 -2.30  C14 1.081
45 H -2.52 -0.92 0.68  C15 1.079
46 H -4.00 2.16 -0.74  N6 1.010
47 H -4.17 -1.53 0.28  C15 1.079
48 H 1.34 -0.17 -0.60  C9 1.077
49 H 5.32 1.24 1.68  C29 1.089
50 H 6.38 -0.19 1.62  C29 1.087

**SMILES**: CC(=O)Nc1ccc(NS(=O)(=O)c2cc(-c3cnc(C4CC4)o3)ccc2C)cc1
**Relative energy (zero: lowest compared OMol25 entry of this formula, charge and spin)**: 40.7 kcal per mole
**Maximum force**: 1.34 eV Å⁻¹
**Orbital gap**: 8.512 eV

Charges obtained by natural (NBO) population analysis, quoted in units of e: S 2.3211; O -0.9381; O -0.9240; O -0.4131; O -0.6053; N -0.6050; N -0.8851; N -0.4645; C -0.1256; C -0.2693; C -0.7140; C -0.2066; C 0.2171; C -0.2178; C -0.4045; C -0.2123; C -0.2654; C 0.6875; C -0.3363; C -0.0841; C -0.0956; C -0.1530; C 0.0278; C -0.2833; C 0.1262; C 0.2098; C -0.4119; C 0.5081; C -0.6579; H 0.4250; H 0.2427; H 0.2172; H 0.2472; H 0.2485; H 0.2442; H 0.2168; H 0.2129; H 0.2182; H 0.2281; H 0.2590; H 0.2294; H 0.2233; H 0.2127; H 0.2082; H 0.2369; H 0.3953; H 0.2186; H 0.2300; H 0.2427; H 0.2180